Entry 1:
The following is a quantum chemistry calculation of a structure of composition C28H53CuO2PSe2Si2 in a non-equilibrium geometry, from OMol25.

ORCA input file:
```
! wB97M-V def2-TZVPD RIJCOSX def2/J DEFGRID3
* xyz 0 2
Se -1.28237 0.66815 2.08092
Se 1.60624 -0.80272 3.02386
Cu 0.86020 0.64504 1.07991
P -0.22666 0.01636 3.89826
Si 3.77854 1.49150 0.95692
Si 0.76934 1.34848 -3.86398
O -2.15055 -0.60170 -3.96650
O -0.85964 -2.40115 -2.49851
C -0.40046 2.18719 -5.08217
C 0.03834 1.44366 5.01519
C -1.13890 -1.17263 4.93552
C 0.25627 3.83722 5.31575
C -1.97672 -1.50387 -5.07610
C -3.10749 -2.48808 -5.21468
C 1.60270 -0.04688 -4.81415
C 2.33460 0.90253 -0.10122
C -4.33305 0.08190 -3.15696
C 2.07917 2.61856 -3.39247
C -1.61829 -2.17066 -1.28952
C 1.02971 -3.26180 -1.08218
C -0.43859 -1.99925 5.82839
C 0.52705 -2.70526 -2.40339
C 0.52484 3.63498 6.67281
C -3.23896 -2.07652 5.72662
C -2.98990 -2.71123 -1.55937
C 3.20530 2.44368 2.47454
C -2.53297 -1.23378 4.86225
C -0.16555 0.66199 -2.36274
C 0.00121 2.74186 4.48721
C 0.32955 1.23936 6.36780
C 4.82674 2.62467 -0.13936
C 0.55646 2.34006 7.20114
C -2.54402 -2.86952 6.64931
C 4.83961 0.03092 1.48303
C -3.20992 0.36487 -4.12351
C -1.14799 -2.83890 6.69778
H 1.07403 -1.78332 -2.66332
H 5.03032 -0.63605 0.63120
H 4.02948 3.04430 2.88557
H 4.26240 3.51667 -0.44786
H -0.78734 1.46115 -1.93806
H 0.95910 -0.93101 -4.90987
H -1.14648 -2.64961 -0.41587
H 5.81059 0.39447 1.84970
H 5.72115 2.96273 0.40412
H -1.66132 -1.08509 -1.10084
H 0.14921 2.51186 -5.97759
H -3.06304 -0.61285 4.13716
H 0.70513 -3.42274 -3.22071
H 0.71738 4.49073 7.31757
H 2.38149 3.12526 2.22476
H -4.05011 -1.99066 -5.47056
H -4.81018 -0.87935 -3.37652
H -4.32497 -2.11289 5.68829
H 0.44068 -4.13043 -0.76290
H -3.58155 0.36636 -5.16284
H 0.75510 2.18492 8.25981
H 2.67864 2.31747 -2.52648
H 0.51165 0.31678 -1.57347
H 2.77383 2.78019 -4.23075
H 1.85561 0.29655 -5.82880
H 1.60773 3.58461 -3.16153
H -0.60848 -3.45634 7.41852
H -3.98066 0.07556 -2.11988
H 5.16311 2.10445 -1.04836
H -2.77405 1.35004 -3.90844
H 2.02849 1.61263 -0.88511
H 0.65103 -1.98699 5.84843
H -0.85559 3.07760 -4.62825
H 2.52463 -0.06829 -0.59639
H 0.36679 0.22981 6.78014
H -2.90936 -3.74745 -1.90263
H -3.60885 -2.65733 -0.65923
H 2.06306 -3.58770 -1.25034
H -1.86454 -0.91607 -6.00323
H 0.23798 4.84274 4.89758
H 2.84625 1.76847 3.26664
H -0.25055 2.88093 3.43475
H -3.22721 -3.06239 -4.28972
H -3.09888 -3.51947 7.32913
H -5.08772 0.86679 -3.25228
H 1.03999 -2.48764 -0.30290
H -3.46732 -2.11563 -2.34291
H -0.84311 -0.18396 -2.69049
H 2.53298 -0.35670 -4.31932
H 4.37634 -0.56664 2.28083
H -1.02701 -2.01073 -4.87312
H -1.21444 1.53131 -5.41794
H -2.85524 -3.17608 -6.02615
*
```

- ⟨S²⟩: 0.756
- Frontier orbital gap (spin up / spin down): 0.3042 / 0.2350 Ha
- HOMO energy (spin up / spin down): -8.07 / -8.01 eV


Entry 2:
The following is a quantum chemistry calculation of a cluster of 2 separate species, CH4IOP in total in a non-equilibrium geometry, from OMol25.

ORCA input file:
```
! wB97M-V def2-TZVPD RIJCOSX def2/J DEFGRID3
* xyz 0 1
I 2.32491 -0.19626 -0.00827
P -0.77697 -1.63189 -0.07783
O -0.52921 0.69615 0.30041
C 0.55259 1.17047 -0.30037
H 0.52332 1.22911 -1.41097
H 0.60842 2.20980 -0.05929
H -2.15166 -1.28040 0.25758
H -0.55140 -2.19700 1.29873
*
```

- ΔE to the lowest compared entry with this formula, charge and spin: 3.171 eV
- Frontier orbital gap (spin up / spin down): 0.2717 / 0.2717 Ha
- HOMO energy (spin up / spin down): -9.17 / -9.17 eV


Entry 3:
The following is a quantum chemistry calculation of a structure of composition C38H38FGeIrN7O3 in a non-equilibrium geometry, from OMol25.

ORCA input file:
```
! wB97M-V def2-TZVPD RIJCOSX def2/J DEFGRID3
* xyz 1 1
Ir 0.99079 1.43698 2.70984
Ge 0.14036 3.59383 0.40111
F -3.39585 -2.94667 -0.23886
O 2.93169 0.44682 2.56921
O 4.12674 -1.46061 2.72885
O 0.18625 -0.49612 2.08730
N -1.39237 3.17878 7.22191
N -0.28509 1.14801 6.88770
N -2.68193 -6.04548 -4.07907
N -2.12420 -4.79311 -2.02885
N 2.09464 -3.01663 -0.46563
N -1.39473 1.52492 8.83329
N 0.57374 1.80269 4.67402
C 0.45172 0.03535 -2.78850
C 2.33704 5.18528 -0.67462
C -2.54655 4.37981 -0.33201
C 1.28151 0.08578 -1.67254
C 0.81427 -1.28427 1.36606
C -2.04742 -2.96983 -0.32158
C 0.05560 -2.14496 0.44599
C -1.33223 -2.12035 0.46823
C 1.16797 1.13763 -0.76953
C 4.53483 5.40018 0.28110
C 2.78099 -2.32283 0.47464
C 3.62757 5.69355 -0.73006
C 2.22573 -1.47301 1.37251
C 2.84125 4.11840 1.41147
C 0.70952 -3.01236 -0.43534
C -1.42209 -3.86721 -1.19588
C 4.14401 4.60476 1.34965
C -3.54648 -4.57514 -2.30804
C 0.15327 1.50730 5.70505
C -3.94953 -5.52579 -3.46184
C 3.17882 -0.79433 2.34207
C -0.29178 2.69245 2.05639
C 2.68931 -3.39603 -2.89314
C -1.87991 -6.21356 -1.77092
C 1.92120 4.39161 0.40032
C -1.98862 -6.96678 -3.11556
C -1.97192 7.04974 -0.83081
C -0.58279 2.10234 -2.09547
C -1.00371 1.95203 7.62022
C -1.24280 4.84644 -0.13635
C 0.23408 2.16455 -0.96669
C 3.96722 -3.14096 -2.15143
C -3.25784 6.56872 -1.03673
C 2.81956 -3.79257 -1.45087
C -3.54808 5.23385 -0.77889
C -0.48125 1.04312 -2.99755
C -0.04599 -3.85510 -1.25748
C -0.97114 6.19407 -0.38035
H -3.69389 -3.53983 -2.60168
H -4.53257 -5.02037 -4.22505
H -2.78254 3.33864 -0.13090
H -1.29325 2.85244 2.47557
H 5.54485 5.79031 0.23436
H 0.54625 -0.77496 -3.50517
H -1.85553 2.12763 9.48735
H 2.55115 3.52831 2.26770
H 1.65159 5.39701 -1.49065
H -1.83958 -1.43039 1.13424
H -1.74664 8.09284 -1.02042
H -2.60564 -6.61141 -1.05339
H -4.03500 7.23331 -1.39543
H -2.57941 -7.87431 -3.03100
H -1.12707 1.01092 -3.86807
H -4.18555 -4.77513 -1.44885
H 0.02819 6.58180 -0.21236
H 3.85360 -2.46976 0.47456
H 2.03127 -0.68646 -1.51077
H 2.06003 -2.53992 -3.11001
H 0.45164 -4.50755 -1.96493
H -1.10090 3.51492 6.32045
H -4.55466 4.85944 -0.92683
H -1.01742 -7.21383 -3.53550
H -2.83539 -6.48190 -4.98357
H 3.92995 6.31218 -1.56683
H 4.84781 4.35687 2.13471
H -2.06517 -5.23655 -4.17950
H 2.66835 -4.17960 -3.64059
H -1.04894 0.63565 9.14516
H -0.89108 -6.35060 -1.34940
H 2.90223 -4.84686 -1.21564
H 4.19581 -2.11419 -1.89138
H -1.92019 3.79156 7.81462
H 4.83171 -3.74938 -2.37593
H 1.83435 1.16881 0.09356
H -1.30318 2.89154 -2.28255
H -4.51053 -6.38654 -3.10827
*
```

- ΔE to the lowest compared entry with this formula, charge and spin: 2.343 eV
- Frontier orbital gap (spin up / spin down): 0.1782 / 0.1925 Ha
- HOMO energy (spin up / spin down): -7.99 / -8.37 eV


Entry 4:
The following is a quantum chemistry calculation of a structure of composition CHF2IO in a non-equilibrium geometry, from OMol25.

ORCA input file:
```
! wB97M-V def2-TZVPD RIJCOSX def2/J DEFGRID3
* xyz 0 1
I -2.26750 -0.30375 0.81600
F 0.21496 0.50496 -1.57537
F 1.62713 -0.46695 -0.00749
O -0.47320 -0.82362 0.21688
C 0.43219 0.09738 -0.08891
H 0.46643 0.99198 0.63889
*
```

- ΔE to the lowest compared entry with this formula, charge and spin: 1.502 eV
- Frontier orbital gap: 0.3292 Ha
- HOMO energy: -10.39 eV


Entry 5:
The following is a quantum chemistry calculation of a structure of composition C42H41CdNO4P2 in a non-equilibrium geometry, from OMol25.

ORCA input file:
```
! wB97M-V def2-TZVPD RIJCOSX def2/J DEFGRID3
* xyz 0 1
Cd 2.29185 4.90772 -0.32245
P -5.12184 -1.56256 -1.04671
P -4.76551 -1.96949 2.18587
O 11.54910 6.51378 -0.10082
O 4.34017 5.62907 -0.78874
O 5.19632 3.59834 -0.24511
O 10.74852 8.29520 -1.10979
N 10.60746 7.14388 -0.63589
C 6.70410 5.40909 -0.66532
C -7.25049 -3.67294 -3.93981
C -7.65259 -4.39675 4.94035
C 5.31345 4.80254 -0.55261
C 2.01836 3.78289 1.44962
C -8.14860 -1.42377 -3.79949
C 4.89419 0.56305 0.57597
C -4.66225 -3.16209 -0.33074
C -2.84578 -0.90661 3.85865
C -5.89148 -2.87318 3.37310
C -2.29629 -3.12967 3.04297
C 6.94934 6.66554 -1.27104
C -2.45116 -0.86961 -1.25489
C -4.55125 -3.33229 1.01339
C -3.59159 -1.21253 -2.00740
C -8.07205 -3.90287 3.69698
C 5.05399 1.29028 -2.39272
C 6.25288 0.85686 -1.60600
C 9.10116 5.26452 -0.14394
C -3.51581 -1.27717 -3.40305
C -1.70199 -0.91419 4.65222
C -7.20028 -3.13850 2.92079
C 7.81874 4.71646 -0.13955
C -6.36974 -4.10001 5.41436
C -3.17183 -2.03903 3.08566
C -5.49873 -3.32138 4.64216
C 9.31781 6.53640 -0.70539
C 3.54853 -0.68442 -1.86953
C -7.25351 -1.12907 -2.77220
C 5.97324 0.03267 -0.32128
C -1.15429 -0.72976 -3.29605
C -0.85930 -2.03313 4.66147
C -6.31802 -2.09564 -2.34595
C 2.95231 -0.70696 -0.43904
C -1.24112 -0.62817 -1.90174
C -8.14237 -2.69444 -4.39205
C 3.87816 0.66506 -2.45534
C -6.35396 -3.38045 -2.90486
C -1.15562 -3.13445 3.85294
C 8.22890 7.22586 -1.27948
C -2.29274 -1.05411 -4.04173
C 3.61254 0.16632 0.58166
H 6.92158 0.25402 -2.24509
H -2.50323 -3.97959 2.39502
H -0.20138 -0.55370 -3.79797
H 6.13561 7.21911 -1.73960
H 8.42241 8.20725 -1.70283
H -3.50864 -0.04033 3.84129
H -8.32669 -5.01065 5.53891
H -0.36014 -0.35986 -1.31778
H -2.51950 -0.80794 -0.16672
H -7.52071 -2.76498 1.94607
H 1.88581 -0.44073 -0.49377
H -4.44681 -3.97819 -1.02982
H 0.97578 3.45370 1.46889
H 9.94082 4.73657 0.30048
H -9.07743 -4.12165 3.32984
H 6.90928 0.04157 0.26041
H -4.40473 -1.51372 -3.98971
H 5.24200 1.31918 1.28828
H 5.78833 -1.00987 -0.59503
H 6.82424 1.75534 -1.32307
H -7.24852 -4.66973 -4.38622
H -7.25959 -0.14875 -2.29368
H -0.49971 -4.00526 3.84822
H -1.47193 -0.04666 5.27073
H 2.95446 0.50899 1.38873
H 0.02846 -2.04158 5.29488
H 7.68377 3.72441 0.29219
H 5.19760 2.23890 -2.91085
H 3.04692 1.11933 -3.01434
H 2.77691 -1.13004 -2.52696
H 4.42461 -1.34911 -1.90523
H 2.97567 -1.75233 -0.09161
H -4.39164 -4.32540 1.45447
H -4.50379 -3.08555 5.02373
H -8.85117 -0.66017 -4.13947
H -5.68822 -4.16153 -2.54456
H 2.70021 2.92843 1.41486
H -2.23291 -1.13292 -5.12640
H 2.23730 4.39055 2.33264
H -8.83708 -2.92177 -5.20136
H -6.03886 -4.47564 6.38500
*
```

- ΔE to the lowest compared entry with this formula, charge and spin: 0.000 eV
- Frontier orbital gap: 0.2287 Ha
- HOMO energy: -7.90 eV


- What is the formula in the fifth record?
  C42H41CdNO4P2


- What is the formula in the second record?
  CH4IOP


- Number 2 is which compound?
  CH4IOP